[1]
Entry from OMol25: a structure of composition C31H55Br2N5Si4Ti in a non-equilibrium geometry (ωB97M-V/def2-TZVPD).

Values from the calculation:
* ⟨S²⟩: 0.7556
* HOMO-LUMO gap (spin up / spin down): 7.766 / 7.939 eV
* energy relative to the best compared isomer or geometry (same formula, charge and spin): 41.48 kcal/mol
* HOMO (spin up / spin down): -10.47 / -10.50 eV

```
! RIJCOSX wB97M-V def2-TZVPD def2/J DEFGRID3
* xyz 1 2
Ti -0.158 -0.471 0.118
Br -5.676 0.421 -3.911
C -4.115 1.112 -3.201
C -4.138 2.389 -2.625
C -2.897 2.921 -2.357
N -1.733 2.298 -2.547
C -1.742 1.096 -3.137
C -2.927 0.491 -3.515
C -0.352 0.662 -3.442
C 0.050 0.639 -4.762
C 1.272 0.176 -5.126
Br 1.511 0.060 -6.956
C 2.221 -0.041 -4.126
C 1.730 -0.003 -2.847
N 0.472 0.330 -2.480
H -5.006 3.026 -2.394
H -2.786 3.904 -1.942
H -2.897 -0.410 -4.157
H -0.694 0.766 -5.558
H 3.217 -0.365 -4.214
H 2.320 -0.312 -1.996
C -2.037 1.306 3.499
Si -1.658 2.366 1.984
C -1.398 4.024 2.808
C -3.145 2.448 0.954
C -0.036 1.770 1.194
C 0.655 1.040 2.267
C 1.211 1.603 3.381
C 1.599 0.788 4.432
C 1.559 -0.645 4.286
C 0.909 -1.093 3.156
N 0.501 -0.240 2.124
Si 0.890 3.227 0.426
C 1.822 2.902 -1.134
C -0.391 4.488 -0.239
C 2.033 4.132 1.622
H -2.967 0.674 3.477
H -2.118 2.031 4.335
H -1.224 0.694 3.870
H -2.374 4.515 3.176
H -0.837 4.836 2.289
H -0.825 3.787 3.700
H -3.431 3.480 0.909
H -3.872 1.889 1.519
H -3.079 2.068 -0.049
H 1.312 2.633 3.419
H 2.132 1.200 5.287
H 1.862 -1.273 5.148
H 0.725 -2.144 3.016
H 1.071 2.417 -1.784
H 2.660 2.172 -1.048
H 2.194 3.816 -1.680
H -1.408 4.347 0.116
H -0.340 4.333 -1.332
H -0.056 5.534 0.001
H 2.337 5.104 1.186
H 2.896 3.538 1.863
H 1.415 4.405 2.480
N -1.951 -1.167 1.228
C -3.159 -1.005 0.403
C -2.978 -1.607 -0.985
N -1.573 -1.489 -1.329
H -1.923 -2.123 1.647
H -2.007 -0.530 1.985
H -3.291 0.082 0.271
H -4.079 -1.448 0.811
H -3.656 -1.114 -1.695
H -3.234 -2.705 -1.033
H -1.485 -1.258 -2.300
H -1.072 -2.345 -1.272
C 3.264 -2.935 2.162
Si 2.998 -2.011 0.540
C 3.445 -0.190 0.813
C 4.186 -2.700 -0.627
C 1.221 -2.163 -0.094
Si 0.686 -3.908 -0.305
C 0.096 -4.059 -2.117
C -0.849 -4.349 0.732
C 1.704 -5.410 -0.065
H 3.060 -2.333 3.060
H 4.265 -3.282 2.315
H 2.614 -3.826 2.322
H 4.101 0.312 0.107
H 3.832 -0.087 1.795
H 2.505 0.479 0.806
H 4.306 -3.796 -0.472
H 5.193 -2.236 -0.591
H 3.896 -2.582 -1.685
H 1.430 -1.886 -1.117
H 0.689 -3.465 -2.843
H -0.975 -3.972 -2.387
H 0.391 -5.055 -2.447
H -1.745 -3.775 0.310
H -0.651 -4.016 1.786
H -1.179 -5.385 0.767
H 2.250 -5.541 0.868
H 2.388 -5.681 -0.832
H 1.031 -6.309 -0.015
*
```



[2]
Entry from OMol25: a cluster of 14 separate species, C31H56Cl26IN3O3 in total in a non-equilibrium geometry (ωB97M-V/def2-TZVPD).

Values from the calculation:
* HOMO-LUMO gap: 7.658 eV
* HOMO: -7.64 eV

```
! RIJCOSX wB97M-V def2-TZVPD def2/J DEFGRID3
* xyz 0 1
C -3.689 -2.042 5.836
C -3.434 -2.930 4.557
N -2.035 -2.903 4.075
C -1.934 -3.574 2.746
C -1.561 -2.597 1.578
O -0.128 -2.525 1.332
C 0.278 -1.198 1.119
O -0.190 -0.613 0.183
N 1.259 -0.570 1.980
C 0.751 -0.636 3.375
C 0.474 0.833 3.916
C -0.828 0.797 4.815
I -2.612 1.286 3.640
C 2.559 -1.274 1.792
C 3.714 -0.265 1.392
C 5.001 -1.038 0.891
C 6.147 -1.087 1.952
N 7.267 -1.932 1.466
C 7.255 -2.717 0.321
C 8.484 -3.437 0.180
C 9.308 -3.008 1.347
C 8.501 -2.080 2.075
C -1.101 -3.461 5.020
C -1.467 -4.400 6.209
O 0.075 -3.220 4.858
H -2.885 -2.175 6.606
H -4.616 -2.461 6.315
H -3.851 -0.970 5.578
H -4.053 -2.458 3.742
H -3.852 -3.973 4.663
H -1.215 -4.434 2.753
H -2.944 -4.002 2.499
H -2.045 -2.983 0.641
H -1.905 -1.554 1.804
H 1.423 -1.165 4.089
H -0.236 -1.164 3.428
H 0.340 1.556 3.078
H 1.318 1.158 4.570
H -0.764 1.519 5.668
H -1.005 -0.216 5.249
H 2.431 -1.978 0.926
H 2.913 -1.839 2.688
H 3.312 0.283 0.479
H 3.949 0.469 2.199
H 4.662 -2.092 0.696
H 5.408 -0.621 -0.063
H 6.498 -0.088 2.302
H 5.755 -1.630 2.861
H 6.457 -2.854 -0.436
H 8.730 -4.148 -0.632
H 10.327 -3.388 1.553
H 8.882 -1.589 2.995
H -0.697 -4.212 7.003
H -1.394 -5.485 5.957
H -2.458 -4.210 6.678
C 8.421 -7.110 1.266
Cl 7.852 -5.443 1.459
Cl 8.216 -7.670 -0.402
H 9.476 -7.153 1.524
H 7.854 -7.761 1.926
C 1.399 -0.630 -2.667
Cl 2.886 -0.569 -1.713
Cl 1.355 0.661 -3.875
H 1.347 -1.587 -3.175
H 0.549 -0.518 -1.999
C -4.248 2.241 7.279
Cl -3.322 3.101 8.515
Cl -5.014 0.791 7.941
H -5.020 2.901 6.894
H -3.576 1.949 6.476
C -1.752 -4.483 -2.385
Cl -3.235 -3.605 -1.986
Cl -0.394 -3.380 -2.629
H -1.514 -5.158 -1.568
H -1.913 -5.049 -3.298
C -3.041 -1.315 -5.290
Cl -1.739 -1.916 -6.324
Cl -4.495 -0.949 -6.231
H -3.281 -2.074 -4.552
H -2.706 -0.408 -4.794
C 0.736 4.049 -5.114
Cl -0.442 3.580 -6.347
Cl 2.004 5.079 -5.793
H 0.224 4.597 -4.328
H 1.190 3.152 -4.704
C -2.978 5.630 -3.578
Cl -1.493 5.728 -2.621
Cl -3.043 6.912 -4.797
H -3.006 4.664 -4.077
H -3.837 5.731 -2.915
C 5.814 -5.768 4.685
Cl 7.255 -5.687 5.706
Cl 5.828 -4.505 3.451
H 5.785 -6.737 4.194
H 4.933 -5.642 5.308
C -6.162 7.131 -1.150
Cl -7.514 6.962 -0.027
Cl -5.790 5.596 -1.948
H -6.423 7.865 -1.908
H -5.286 7.462 -0.600
C -5.359 8.243 -7.811
Cl -6.561 7.165 -8.530
Cl -6.125 9.610 -6.994
H -4.774 7.683 -7.086
H -4.711 8.621 -8.597
C -5.609 2.623 -5.202
Cl -4.131 2.736 -4.235
Cl -5.682 3.903 -6.415
H -5.623 1.660 -5.703
H -6.469 2.711 -4.544
C -5.905 1.296 -9.556
Cl -6.521 0.812 -7.972
Cl -5.059 2.845 -9.477
H -5.213 0.538 -9.911
H -6.742 1.384 -10.244
C 2.390 7.818 -2.981
Cl 3.281 8.713 -1.744
Cl 1.687 6.336 -2.324
H 1.590 8.446 -3.363
H 3.071 7.555 -3.786
*
```



[3]
Entry from OMol25: a cluster of 6 separate species, C31H56FN6O11S in total in a non-equilibrium geometry (ωB97M-V/def2-TZVPD).

Values from the calculation:
* HOMO-LUMO gap: 6.062 eV
* HOMO: -11.06 eV

```
! RIJCOSX wB97M-V def2-TZVPD def2/J DEFGRID3
* xyz 1 1
C 2.243 1.901 0.326
C 2.488 1.870 -0.988
C 1.567 2.700 -1.886
C 0.540 1.889 -2.684
C 0.169 0.680 -2.145
C -0.737 -0.164 -2.808
C -1.033 -1.509 -2.163
O -0.785 -2.522 -2.753
O -1.622 -1.558 -0.925
C -1.311 0.270 -4.035
C -2.314 -0.679 -4.688
C -3.544 -1.089 -3.814
C -4.232 0.050 -3.054
O -3.483 0.566 -1.951
C -4.047 0.199 -0.699
C -0.910 1.493 -4.551
C -1.475 1.916 -5.877
C -2.617 3.020 -5.656
C -3.077 3.173 -4.153
O -3.869 2.508 -5.309
N -0.015 2.299 -3.871
S 0.484 3.832 -4.402
O 0.348 4.802 -3.385
O -0.114 4.308 -5.592
F 2.008 3.600 -4.745
H 2.547 1.091 0.998
H 1.715 2.752 0.782
H 3.332 1.264 -1.336
H 2.194 3.372 -2.490
H 0.980 3.368 -1.224
H 0.567 0.336 -1.191
H -0.970 -1.406 -0.224
H -2.708 -0.370 -5.660
H -1.753 -1.615 -4.884
H -4.297 -1.483 -4.522
H -3.329 -1.945 -3.151
H -4.573 0.855 -3.727
H -5.165 -0.376 -2.632
H -3.264 0.350 0.067
H -4.887 0.851 -0.401
H -4.318 -0.870 -0.652
H -0.745 2.395 -6.549
H -1.926 1.121 -6.473
H -2.561 3.944 -6.255
H -3.080 2.274 -3.523
H -3.934 3.810 -3.908
C 5.957 1.193 2.982
C 4.976 0.116 2.589
O 4.531 0.035 1.444
N 4.597 -0.764 3.540
C 5.014 -0.821 4.927
H 6.164 1.818 2.118
H 5.536 1.818 3.771
H 6.893 0.747 3.319
H 3.939 -1.458 3.217
H 5.479 -1.790 5.115
H 4.133 -0.726 5.562
H 5.720 -0.032 5.169
C 7.878 3.418 -4.424
C 7.012 2.877 -3.314
O 7.475 2.287 -2.357
N 5.663 3.071 -3.409
C 4.922 3.743 -4.459
H 8.917 3.187 -4.206
H 7.611 2.953 -5.374
H 7.770 4.501 -4.495
H 5.150 2.684 -2.633
H 4.369 4.576 -4.019
H 4.213 3.036 -4.892
H 5.575 4.118 -5.240
C -0.299 -2.706 3.556
C 1.130 -3.135 3.331
O 2.026 -2.841 4.111
N 1.405 -3.866 2.224
C 0.492 -4.309 1.188
H -0.360 -2.132 4.475
H -0.638 -2.075 2.732
H -0.945 -3.579 3.650
H 2.379 -4.116 2.139
H 0.522 -5.398 1.140
H 0.830 -3.901 0.233
H -0.526 -3.987 1.378
C -4.013 -1.321 7.752
C -2.908 -1.076 6.756
O -3.069 -1.243 5.554
N -1.709 -0.657 7.235
C -1.330 -0.405 8.614
H -4.903 -1.649 7.222
H -3.722 -2.102 8.457
H -4.249 -0.402 8.291
H -1.018 -0.513 6.516
H -1.014 0.635 8.708
H -0.491 -1.052 8.872
H -2.150 -0.593 9.298
C -3.389 -3.432 0.586
C -4.801 -3.932 0.775
O -5.405 -4.501 -0.121
N -5.389 -3.728 1.981
C -4.838 -3.076 3.158
H -3.054 -3.666 -0.421
H -3.353 -2.351 0.719
H -2.720 -3.922 1.296
H -6.329 -4.089 2.032
H -4.842 -3.785 3.986
H -5.473 -2.228 3.415
H -3.824 -2.726 2.992
*
```



For each record above, in turn, the calculated electronic energy values are -235197.918; -377348.379; -78060.800 eV.